# 1
Below is the molecule C23H22N2O4 at a distorted geometry, with properties calculated with ωB97M-V/def2-TZVPD.

Geometry (Å):
1 C -2.33 -2.54 -1.79
2 O -3.55 -2.11 -1.24
3 C -3.60 -0.85 -0.70
4 C -2.55 0.04 -0.64
5 C -2.73 1.32 -0.09
6 C -1.58 2.22 -0.04
7 C -1.81 3.71 0.09
8 N -0.43 1.67 -0.09
9 N 0.71 2.37 0.00
10 C 1.94 1.79 -0.02
11 O 2.94 2.44 0.18
12 C 1.94 0.28 -0.36
13 O 1.34 0.21 -1.64
14 C 1.17 -0.52 0.67
15 C 0.91 -0.02 1.94
16 C 0.20 -0.78 2.86
17 C -0.25 -2.04 2.53
18 C 0.03 -2.56 1.28
19 C 0.74 -1.81 0.36
20 C 3.39 -0.19 -0.40
21 C 4.09 -0.18 -1.60
22 C 5.41 -0.59 -1.65
23 C 6.05 -1.00 -0.49
24 C 5.36 -1.00 0.71
25 C 4.04 -0.60 0.76
26 C -3.97 1.67 0.42
27 C -5.03 0.77 0.37
28 C -4.86 -0.48 -0.19
29 O -5.90 -1.35 -0.24
30 H -1.54 -2.55 -1.03
31 H -2.02 -1.90 -2.63
32 H -2.50 -3.55 -2.15
33 H -1.57 -0.20 -1.02
34 H -2.80 3.97 -0.28
35 H -1.73 4.02 1.13
36 H -1.08 4.26 -0.50
37 H 0.71 3.38 0.15
38 H 1.38 -0.70 -1.94
39 H 1.27 0.96 2.22
40 H -0.01 -0.37 3.84
41 H -0.81 -2.63 3.24
42 H -0.29 -3.56 1.02
43 H 0.97 -2.24 -0.61
44 H 3.59 0.17 -2.50
45 H 5.94 -0.57 -2.59
46 H 7.08 -1.32 -0.53
47 H 5.86 -1.32 1.61
48 H 3.51 -0.59 1.70
49 H -4.13 2.63 0.88
50 H -5.99 1.03 0.77
51 H -5.59 -2.16 -0.67

Calculated values
HOMO-LUMO gap, eV: 8.47
HOMO level, eV: -7.9
Energy relative to the best compared isomer or geometry (same formula, charge and spin), eV: 2.733
Calculated total energy, a.u.: -1300.09867
SMILES string: COc1cc(/C(C)=N/NC(=O)C(O)(c2ccccc2)c2ccccc2)ccc1O

# 2
Below is a structure of composition C11H36BMgO11S3 at a distorted geometry, with properties calculated with ωB97M-V/def2-TZVPD.

Geometry (Å):
1 Mg -1.04 -0.52 -1.36
2 B -0.57 -1.16 -3.33
3 H -1.70 -1.58 -3.24
4 H -0.62 0.02 -3.22
5 H -0.02 -1.66 -2.39
6 H -0.06 -1.55 -4.34
7 O -1.14 3.50 -0.45
8 S -0.09 2.70 -0.97
9 O -0.31 1.30 -1.14
10 O 0.30 3.18 -2.37
11 C 0.46 4.61 -2.54
12 C 0.91 4.87 -3.97
13 C 1.37 2.91 0.00
14 H 1.16 5.03 -1.82
15 H -0.49 5.11 -2.35
16 H 1.95 4.59 -4.10
17 H 0.87 5.94 -4.16
18 H 0.31 4.30 -4.67
19 H 1.24 3.84 0.55
20 H 2.24 2.92 -0.65
21 H 1.38 2.08 0.71
22 O 0.78 -1.04 -0.10
23 S 2.10 -1.39 0.28
24 O 2.90 -0.43 0.94
25 O 1.89 -2.65 1.20
26 C 3.04 -3.05 2.00
27 C 2.73 -4.42 2.57
28 C 2.92 -2.06 -1.13
29 H 3.23 -2.33 2.79
30 H 3.92 -3.11 1.36
31 H 1.73 -4.43 3.01
32 H 3.45 -4.69 3.35
33 H 2.72 -5.17 1.79
34 H 4.00 -2.03 -1.00
35 H 2.61 -1.46 -1.98
36 H 2.56 -3.07 -1.29
37 O -2.77 0.43 2.75
38 S -1.71 -0.17 2.03
39 O -1.70 -0.09 0.61
40 O -0.35 0.42 2.48
41 C -0.30 1.12 3.77
42 C 1.09 1.64 3.93
43 C -1.57 -1.86 2.54
44 H -0.59 0.43 4.56
45 H -1.02 1.93 3.75
46 H 1.86 0.89 3.76
47 H 1.21 2.01 4.95
48 H 1.27 2.50 3.27
49 H -1.61 -1.84 3.63
50 H -0.64 -2.27 2.16
51 H -2.43 -2.38 2.12
52 C -3.79 1.24 -1.37
53 O -2.80 0.37 -1.96
54 H -3.31 1.71 -0.51
55 H -4.08 1.99 -2.09
56 H -4.63 0.65 -1.01
57 H -3.15 -0.04 -2.76
58 C -2.98 -2.99 -0.85
59 O -1.67 -2.41 -0.84
60 H -3.61 -2.54 -0.08
61 H -3.41 -2.84 -1.84
62 H -2.92 -4.06 -0.69
63 H -1.09 -2.98 -0.31

Calculated values
HOMO-LUMO gap, eV: 10.34
HOMO level, eV: -12.4
Energy relative to the best compared isomer or geometry (same formula, charge and spin), eV: 0.000
Calculated total energy, a.u.: -2687.68265
Total charge: +1

# 3
Below is a cluster of 10 separate species, C57H115Br2N13 in total at a distorted geometry, with properties calculated with ωB97M-V/def2-TZVPD.

Geometry (Å):
1 C -0.71 -2.51 6.87
2 C -0.84 -0.95 6.78
3 N -1.83 -0.58 5.80
4 C -1.72 -0.69 4.44
5 C -2.97 -0.20 3.91
6 N -3.76 0.27 4.93
7 C -3.03 0.07 6.10
8 C -5.02 0.97 4.81
9 H 0.01 -2.90 7.59
10 H -0.47 -2.88 5.87
11 H -1.67 -2.91 7.19
12 H 0.14 -0.57 6.50
13 H -1.02 -0.44 7.73
14 H -0.93 -1.26 3.97
15 H -3.36 -0.15 2.91
16 H -3.43 0.27 7.08
17 H -5.36 1.00 3.78
18 H -5.05 1.91 5.35
19 H -5.64 0.23 5.33
20 C 2.55 -1.60 -1.03
21 C 2.42 -0.07 -1.28
22 N 1.51 0.49 -0.34
23 C 0.17 0.13 -0.24
24 C -0.34 0.58 0.94
25 N 0.63 1.35 1.49
26 C 1.76 1.31 0.73
27 C 0.45 2.14 2.72
28 H 2.90 -1.82 -0.03
29 H 3.34 -2.11 -1.58
30 H 1.60 -2.14 -1.12
31 H 1.87 0.03 -2.22
32 H 3.32 0.55 -1.31
33 H -0.29 -0.50 -0.99
34 H -1.36 0.54 1.29
35 H 2.72 1.73 0.97
36 H -0.06 3.06 2.42
37 H 1.41 2.53 3.05
38 H 0.11 1.54 3.56
39 C 4.59 4.14 -1.65
40 C 3.34 5.07 -1.81
41 N 2.13 4.32 -2.09
42 C 2.00 3.27 -3.08
43 C 0.70 2.76 -3.11
44 N -0.03 3.45 -2.16
45 C 0.85 4.35 -1.51
46 C -1.31 3.09 -1.65
47 H 4.79 3.60 -2.58
48 H 4.43 3.29 -0.98
49 H 5.38 4.84 -1.37
50 H 3.43 5.73 -2.67
51 H 3.13 5.62 -0.89
52 H 2.83 2.88 -3.64
53 H 0.19 1.94 -3.59
54 H 0.48 4.97 -0.70
55 H -1.66 2.10 -1.97
56 H -2.04 3.79 -2.04
57 H -1.27 3.01 -0.56
58 C -3.77 -8.15 -4.03
59 C -2.31 -8.45 -3.67
60 N -1.58 -7.39 -3.01
61 C -0.84 -7.57 -1.85
62 C -0.29 -6.27 -1.53
63 N -0.66 -5.43 -2.57
64 C -1.57 -6.07 -3.43
65 C -0.38 -4.04 -2.62
66 H -3.91 -7.52 -4.90
67 H -4.27 -7.73 -3.16
68 H -4.41 -9.01 -4.24
69 H -1.77 -8.50 -4.61
70 H -2.22 -9.38 -3.12
71 H -0.54 -8.51 -1.41
72 H 0.28 -5.88 -0.70
73 H -2.09 -5.72 -4.32
74 H -0.58 -3.54 -1.68
75 H -0.95 -3.56 -3.42
76 H 0.61 -3.78 -3.01
77 C -3.34 2.73 -4.90
78 C -4.46 1.64 -4.92
79 N -4.45 1.01 -3.62
80 C -4.93 1.61 -2.42
81 C -4.83 0.75 -1.31
82 N -4.24 -0.41 -1.81
83 C -4.05 -0.23 -3.19
84 C -3.58 -1.45 -1.02
85 H -2.42 2.33 -4.48
86 H -3.73 3.63 -4.42
87 H -3.07 2.86 -5.95
88 H -4.45 0.96 -5.77
89 H -5.42 2.12 -5.12
90 H -5.15 2.66 -2.47
91 H -4.94 0.80 -0.24
92 H -3.56 -0.98 -3.79
93 H -3.06 -1.05 -0.15
94 H -2.82 -1.93 -1.63
95 H -4.40 -2.06 -0.62
96 C -5.06 11.24 4.63
97 C -5.11 9.68 4.26
98 C -4.26 8.74 5.12
99 C -4.30 7.28 4.72
100 N -3.42 6.34 5.56
101 C -3.55 4.84 5.09
102 C -2.05 4.37 4.94
103 C -1.12 5.35 5.67
104 C -1.87 6.68 5.59
105 C -3.96 6.30 6.97
106 H -4.03 11.59 4.57
107 H -5.47 11.36 5.64
108 H -5.67 11.77 3.91
109 H -4.92 9.63 3.19
110 H -6.16 9.43 4.34
111 H -4.73 8.96 6.08
112 H -3.26 9.13 5.31
113 H -3.86 7.20 3.73
114 H -5.37 7.08 4.79
115 H -4.14 4.31 5.83
116 H -4.12 4.74 4.17
117 H -1.96 3.30 5.13
118 H -1.79 4.44 3.88
119 H -0.93 5.03 6.69
120 H -0.10 5.30 5.27
121 H -1.68 7.40 6.39
122 H -1.66 7.14 4.63
123 H -5.03 6.11 6.92
124 H -3.53 7.18 7.46
125 H -3.46 5.60 7.64
126 C 2.09 -0.38 -10.40
127 C 2.57 -0.14 -8.97
128 C 2.32 -1.37 -8.09
129 C 2.68 -1.19 -6.61
130 N 2.90 -2.56 -5.94
131 C 3.48 -2.28 -4.54
132 C 4.99 -2.05 -4.72
133 C 5.29 -3.15 -5.75
134 C 4.03 -3.46 -6.49
135 C 1.56 -3.33 -5.81
136 H 2.41 0.52 -10.91
137 H 1.00 -0.41 -10.47
138 H 2.63 -1.21 -10.85
139 H 1.97 0.70 -8.62
140 H 3.60 0.21 -8.86
141 H 2.85 -2.25 -8.45
142 H 1.34 -1.82 -8.21
143 H 1.95 -0.53 -6.14
144 H 3.62 -0.64 -6.49
145 H 3.22 -3.20 -4.02
146 H 2.95 -1.50 -3.99
147 H 5.62 -2.13 -3.84
148 H 5.13 -1.07 -5.15
149 H 5.63 -4.05 -5.25
150 H 6.09 -2.87 -6.45
151 H 3.73 -4.42 -6.07
152 H 4.20 -3.47 -7.57
153 H 0.98 -3.28 -6.73
154 H 0.96 -2.82 -5.05
155 H 1.72 -4.33 -5.41
156 C 2.21 -0.62 3.84
157 C 2.53 -1.71 4.84
158 C 2.35 -3.13 4.10
159 C 3.50 -3.29 3.06
160 N 3.65 -4.68 2.37
161 C 4.15 -5.82 3.32
162 C 4.69 -6.92 2.36
163 C 5.35 -6.13 1.21
164 C 4.76 -4.67 1.27
165 C 2.28 -5.04 1.67
166 H 1.14 -0.44 3.74
167 H 2.71 -0.81 2.90
168 H 2.58 0.36 4.15
169 H 1.75 -1.59 5.59
170 H 3.51 -1.60 5.30
171 H 1.42 -3.15 3.53
172 H 2.39 -3.85 4.91
173 H 4.53 -3.12 3.39
174 H 3.35 -2.63 2.21
175 H 3.38 -6.14 4.02
176 H 4.88 -5.36 3.98
177 H 3.89 -7.54 1.96
178 H 5.45 -7.55 2.82
179 H 5.20 -6.61 0.25
180 H 6.40 -5.86 1.28
181 H 4.37 -4.29 0.33
182 H 5.56 -4.00 1.58
183 H 1.93 -4.17 1.12
184 H 1.66 -5.50 2.44
185 H 2.41 -5.68 0.80
186 Br 1.65 5.40 2.01
187 Br 5.57 -0.01 0.50

Calculated values
HOMO-LUMO gap, eV: 4.65
HOMO level, eV: -17.0
Energy relative to the best compared isomer or geometry (same formula, charge and spin), eV: 5.798
Calculated total energy, a.u.: -8098.27462
Total charge: +6

# 4
Below is a cluster of 2 separate species, C7H12N2O in total at a distorted geometry, with properties calculated with ωB97M-V/def2-TZVPD.

Geometry (Å):
1 C -3.26 1.80 0.03
2 C -2.70 0.46 -0.12
3 C -3.14 -0.85 -0.40
4 C -2.04 -1.65 -0.47
5 N -1.00 -0.83 -0.36
6 N -1.40 0.38 0.04
7 H -2.85 2.31 0.87
8 H -3.09 2.44 -0.74
9 H -4.37 1.84 0.23
10 H -4.15 -1.31 -0.56
11 H -1.90 -2.72 -0.72
12 H -0.01 -1.14 -0.13
13 C 2.05 1.02 0.46
14 C 2.32 0.30 -0.56
15 O 3.29 -0.64 -0.74
16 C 3.98 -1.03 0.41
17 H 1.41 1.95 0.52
18 H 2.41 0.79 1.49
19 H 2.03 0.46 -1.57
20 H 4.07 -0.19 1.14
21 H 4.89 -1.50 0.18
22 H 3.46 -1.92 1.01

Calculated values
HOMO-LUMO gap, eV: 9.93
HOMO level, eV: -9.1
Energy relative to the best compared isomer or geometry (same formula, charge and spin), eV: 3.231
Calculated total energy, a.u.: -458.57013
SMILES string: Cc1cc[nH]n1.C=COC

# 5
Below is the molecule C5H8O2, with properties calculated with ωB97M-V/def2-TZVPD.

Geometry (Å):
1 C -0.48 -1.59 0.70
2 C -0.45 -0.42 -0.30
3 O -1.34 -0.67 -1.39
4 C -0.77 0.88 0.29
5 O 0.91 1.95 0.19
6 C 0.98 -0.23 -0.86
7 C 1.61 0.88 -0.57
8 H -1.52 -1.81 0.99
9 H 0.11 -1.37 1.60
10 H -0.05 -2.47 0.21
11 H -0.75 -1.00 -2.10
12 H -0.84 1.00 1.38
13 H -1.32 1.60 -0.32
14 H 1.31 2.02 1.08
15 H 2.60 1.22 -0.88

Calculated values
HOMO-LUMO gap (spin up / spin down), eV: 7.68 / 7.68
HOMO level (spin up / spin down), eV: -7.9 / -7.9
Energy relative to the best compared isomer or geometry (same formula, charge and spin), eV: 5.402
Calculated total energy, a.u.: -345.60644

# 6
Below is a structure of composition C15H18N5NiO7, with properties calculated with ωB97M-V/def2-TZVPD.

Geometry (Å):
1 Ni -0.40 1.40 0.08
2 O -2.50 2.11 3.29
3 C -1.73 1.50 2.58
4 O -0.94 2.09 1.71
5 C -1.60 0.00 2.73
6 C -2.05 -0.54 3.92
7 C -1.90 -1.89 4.18
8 C -1.29 -2.73 3.29
9 C -0.84 -2.21 2.09
10 C -1.02 -0.84 1.75
11 O -0.68 -0.40 0.57
12 N -0.14 -3.17 1.22
13 O -0.05 -4.31 1.60
14 O 0.32 -2.79 0.14
15 N -2.39 -2.44 5.46
16 O -2.92 -1.67 6.23
17 O -2.18 -3.62 5.67
18 H -2.52 0.11 4.65
19 H -1.16 -3.78 3.52
20 C 2.71 0.56 -3.16
21 C 1.71 1.40 -2.33
22 N 1.01 0.53 -1.37
23 C 2.01 -0.21 -0.56
24 C 2.78 -1.20 -1.44
25 N 2.45 -0.89 -2.88
26 C 1.01 -1.20 -3.15
27 C 0.17 -0.43 -2.13
28 H 3.75 0.76 -2.90
29 H 2.59 0.71 -4.23
30 H 0.97 1.88 -2.97
31 H 2.25 2.17 -1.78
32 H 1.47 -0.75 0.21
33 H 2.68 0.52 -0.11
34 H 2.47 -2.23 -1.26
35 H 3.86 -1.12 -1.33
36 H 3.04 -1.46 -3.48
37 H 0.88 -2.28 -3.05
38 H 0.82 -0.91 -4.19
39 H -0.28 -1.11 -1.40
40 H -0.63 0.13 -2.63
41 C -2.14 5.17 -1.50
42 C -1.58 3.84 -1.31
43 N -1.17 2.79 -1.13
44 H -3.21 5.12 -1.35
45 H -1.92 5.53 -2.50
46 H -1.70 5.84 -0.76

Calculated values
HOMO-LUMO gap (spin up / spin down), eV: 7.85 / 7.59
HOMO level (spin up / spin down), eV: -11.1 / -11.1
Energy relative to the best compared isomer or geometry (same formula, charge and spin), eV: 0.000
Calculated total energy, a.u.: -2890.75857
Spin multiplicity: 3
Total charge: +1

# 7
Below is the molecule C4H7NO at a distorted geometry, with properties calculated with ωB97M-V/def2-TZVPD.

Geometry (Å):
1 C -1.00 1.41 -0.24
2 N 0.23 1.68 -0.28
3 C 1.19 0.63 -0.09
4 C 0.59 -0.78 0.50
5 C -0.80 -0.97 -0.11
6 O -1.60 0.21 -0.13
7 H -1.76 2.19 -0.27
8 H 2.04 1.10 0.44
9 H 1.48 0.01 -0.92
10 H 0.62 -0.74 1.59
11 H 1.15 -1.70 0.21
12 H -0.75 -1.35 -1.15
13 H -1.40 -1.69 0.45

Calculated values
HOMO-LUMO gap, eV: 10.35
HOMO level, eV: -9.5
Energy relative to the best compared isomer or geometry (same formula, charge and spin), eV: 1.993
Calculated total energy, a.u.: -286.55840
SMILES string: C1=NCCCO1

# 8
Below is a cluster of 2 separate species, C3H4Cl2S in total at a distorted geometry, with properties calculated with ωB97M-V/def2-TZVPD.

Geometry (Å):
1 C -1.08 -0.97 -0.09
2 C -0.05 -0.30 -0.46
3 C 0.18 1.48 1.81
4 S 1.10 0.44 2.95
5 Cl -1.44 1.43 2.25
6 Cl 1.00 2.95 1.34
7 H -1.62 -1.74 -0.64
8 H -1.38 -0.97 0.90
9 H 0.68 -0.11 -1.20
10 H 2.35 1.20 2.74

Calculated values
HOMO-LUMO gap (spin up / spin down), eV: 8.00 / 8.34
HOMO level (spin up / spin down), eV: -8.4 / -8.0
Energy relative to the best compared isomer or geometry (same formula, charge and spin), eV: 4.679
Calculated total energy, a.u.: -1435.08673